Below is a 2-piece molecular cluster, C8H9BrN2O3 overall, with properties calculated with ωB97M-V/def2-TZVPD.

Values from the calculation:
Charge   0
Frontier orbital gap   3.440 eV
HOMO level   -6.4 eV
Strongest force on any atom   1.4 eV/A

Last column: Löwdin charge in e.
Cartesian coordinates (Å):
O 0.676 -0.463 4.521  0.103
C 0.531 -1.174 3.610  -0.832
Br 1.585 -2.781 3.368  0.767
C -0.410 -0.926 2.461  -0.104
C 0.389 -0.282 1.352  -0.185
C 1.137 0.869 1.570  0.052
C 1.830 1.372 0.501  0.054
C 1.730 0.689 -0.718  -0.045
N 1.008 -0.383 -0.904  0.136
N 0.354 -0.838 0.151  0.136
H -0.849 -1.858 2.127  0.117
H -1.186 -0.231 2.766  0.150
H 1.174 1.338 2.537  0.139
H 2.430 2.259 0.598  0.132
H 2.260 1.058 -1.581  0.138
H -0.220 -1.656 -0.019  0.195
C -1.368 -0.054 -3.030  -0.070
C -2.340 1.089 -3.419  -0.813
O -2.315 2.085 -2.657  -0.115
O -3.023 0.878 -4.434  -0.073
H -0.815 0.230 -2.133  0.002
H -1.922 -0.977 -2.834  0.055
H -0.656 -0.246 -3.836  0.060

Below is a 14-piece molecular cluster, C5H35NO15 overall, with properties calculated with ωB97M-V/def2-TZVPD.

Values from the calculation:
Charge   0
Frontier orbital gap   9.384 eV
HOMO level   -9.5 eV
Strongest force on any atom   3.1 eV/A

Last column: Löwdin charge in e.
Cartesian coordinates (Å):
O 1.337 2.086 -0.579  0.091
C 0.791 1.124 -1.067  -0.485
O 0.954 0.760 -2.352  0.073
C 0.098 -0.077 -0.409  -0.281
C 0.596 -0.517 0.926  -0.165
C -0.009 -1.755 1.591  -0.130
C -0.872 -2.554 0.972  -0.013
N -1.276 0.523 -0.340  0.093
H 1.372 1.505 -2.866  0.066
H 0.196 -0.876 -1.178  0.145
H 0.592 0.291 1.651  0.109
H 1.683 -0.730 0.830  0.104
H 0.242 -1.952 2.619  0.094
H -1.324 -2.421 0.018  0.018
H -1.101 -3.572 1.322  0.083
H -1.331 1.022 0.528  0.039
H -2.026 -0.142 -0.253  0.032
H -4.481 0.685 -2.445  0.026
H -3.180 0.064 -3.266  0.022
O -4.101 0.315 -3.238  -0.056
H 3.768 -2.890 -0.625  0.037
H 2.419 -2.491 -0.096  0.013
O 3.298 -2.753 0.207  -0.053
H 0.815 3.824 1.795  0.017
H 1.711 4.858 1.271  0.038
O 1.602 4.321 2.067  -0.065
H -3.133 -0.779 1.175  -0.010
H -3.232 -2.357 0.939  0.017
O -3.484 -1.493 0.612  -0.088
H -0.791 -3.177 -3.667  0.000
H -2.275 -3.238 -3.175  -0.010
O -1.691 -3.421 -3.912  -0.051
H -1.856 0.629 2.550  0.026
H -3.158 1.455 2.116  0.081
O -2.668 0.631 2.030  -0.060
H 3.151 2.528 -3.741  0.076
H 2.636 2.859 -2.307  0.066
O 2.356 2.776 -3.244  -0.037
H -2.987 -2.689 -1.003  0.024
H -3.266 -3.971 -1.690  0.052
O -2.788 -3.636 -0.920  -0.067
H 4.989 -0.623 2.267  0.062
H 3.748 -1.239 2.644  0.047
O 4.048 -0.386 2.292  -0.069
H 4.030 2.079 2.225  0.024
H 4.051 1.406 3.501  0.011
O 4.567 2.073 3.031  -0.084
H -2.108 3.842 -0.212  0.020
H -2.101 5.365 -0.678  0.035
O -2.059 4.759 0.065  -0.058
H 1.870 -3.379 -2.962  0.047
H 1.953 -2.188 -3.855  0.051
O 1.349 -2.610 -3.231  -0.043
H -0.385 2.525 3.849  0.063
H -1.349 1.596 4.539  0.066
O -1.188 2.011 3.682  -0.044

Below is C9H26N2O7Ru as an isolated structure, with properties calculated with ωB97M-V/def2-TZVPD.

Values from the calculation:
Charge   +1
Frontier orbital gap (spin up / spin down)   6.704 / 7.469 eV
HOMO level (spin up / spin down)   -9.2 / -12.0 eV
Strongest force on any atom   3.0 eV/A
Spin multiplicity   6

Last column: Löwdin charge in e.
Cartesian coordinates (Å):
O 1.727 -4.259 0.815  -0.136
H 2.536 -4.808 0.847  0.093
Ru -0.243 0.312 0.162  1.370
N 0.550 2.003 -0.401  -0.250
N 1.151 -0.285 -1.079  -0.212
O 0.250 3.330 -0.024  -0.065
O 1.431 -1.584 -1.525  -0.055
C 1.506 1.972 -1.352  -0.295
C 1.797 0.667 -1.790  -0.288
C 2.110 3.202 -1.867  -0.012
C 2.699 0.331 -2.890  -0.008
H 2.058 4.030 -1.158  0.088
H 1.656 3.532 -2.815  0.111
H 3.166 3.024 -2.112  0.097
H 2.454 -0.644 -3.310  0.087
H 3.750 0.322 -2.565  0.111
H 2.646 1.086 -3.686  0.099
H -0.431 3.279 0.678  0.087
H 1.065 -2.184 -0.845  0.071
O -1.883 0.488 -1.914  -0.073
H -1.277 1.260 -1.767  0.040
H -1.234 -0.247 -1.913  0.019
C 1.865 -3.126 1.708  -0.137
H 0.824 -2.866 1.920  0.053
H 2.263 -2.291 1.120  0.064
H 2.456 -3.267 2.646  0.102
O 0.984 0.797 2.381  -0.082
H 1.359 1.454 1.748  0.046
H 0.096 1.201 2.554  0.050
C -1.875 -2.269 -0.152  -0.034
O -1.027 -1.552 0.802  -0.382
C -1.677 -1.277 2.105  -0.130
C -2.628 -0.091 1.978  -0.144
O -1.966 0.997 1.267  -0.368
C -2.935 1.876 0.620  -0.048
H -1.248 -2.511 -1.011  0.094
H -2.725 -1.658 -0.485  0.093
H -2.229 -3.182 0.341  0.109
H -2.167 -2.212 2.401  0.142
H -0.861 -1.086 2.803  0.119
H -3.523 -0.411 1.429  0.132
H -2.949 0.345 2.940  0.150
H -2.391 2.686 0.130  0.084
H -3.535 1.340 -0.134  0.100
H -3.598 2.277 1.397  0.108

Below is C20H22N4O3S2 as an isolated structure, with properties calculated with ωB97M-V/def2-TZVPD.

Values from the calculation:
Charge   0
Frontier orbital gap   8.431 eV
HOMO level   -8.4 eV
Strongest force on any atom   13.9 eV/A

Last column: Löwdin charge in e.
Cartesian coordinates (Å):
C -0.875 0.803 -2.684  0.026
C -1.827 0.133 -1.547  -0.232
H -2.863 0.017 -1.801  0.129
H -1.476 -0.918 -1.436  0.111
O -1.924 0.809 -0.476  0.041
C -2.491 1.821 -0.303  -0.703
O -3.183 2.306 -1.153  0.132
C -2.408 2.255 1.178  -0.178
H -2.238 1.452 1.886  0.060
H -3.166 3.031 1.459  0.101
S -0.733 3.242 1.252  1.034
C 0.345 2.154 0.561  -0.793
N 0.932 2.633 -0.552  0.163
N 1.981 1.437 -0.562  0.161
C 1.576 0.597 0.338  -0.466
N 0.852 1.166 1.100  0.002
C 0.188 0.687 2.283  -0.175
C -0.453 -0.604 2.133  0.137
C -1.106 -1.341 3.449  -0.258
C -0.751 -0.713 4.548  -0.185
C -0.229 0.403 4.653  -0.045
C 0.612 1.026 3.543  -0.165
C 1.313 2.280 3.824  -0.045
H 1.827 2.389 4.739  0.077
H 0.431 3.005 3.720  0.101
H 2.019 2.418 3.130  0.039
H -0.075 1.030 5.582  0.142
H -1.286 -1.296 5.545  0.195
C -1.743 -2.523 3.048  -0.083
H -1.555 -2.959 2.200  -0.006
H -1.656 -3.339 4.028  0.155
H -3.036 -2.380 3.106  0.169
H -0.614 -1.088 1.257  0.041
C 2.304 -0.613 0.383  -0.087
N 2.368 -1.301 -0.890  0.123
C 1.351 -2.072 -1.137  -0.308
O 0.158 -2.294 -0.518  -0.074
C 1.501 -2.208 -2.705  -0.342
C 2.198 -2.119 -3.693  -0.246
C 1.877 -2.678 -4.981  -0.149
C 0.591 -2.954 -4.868  -0.584
S 0.098 -3.116 -3.393  1.061
H -0.052 -3.556 -5.793  0.169
H 2.288 -2.391 -5.973  0.123
H 3.093 -1.738 -3.611  0.076
H 2.933 -0.788 -1.409  0.089
H 3.382 -0.432 0.825  0.182
H 1.774 -1.132 1.195  0.128
H 0.018 0.739 -2.312  -0.037
H -0.876 0.070 -3.720  0.153
H -1.365 1.699 -2.867  0.041

Below is CHN5O2 as an isolated structure, with properties calculated with ωB97M-V/def2-TZVPD.

Values from the calculation:
Charge   0
Frontier orbital gap   8.223 eV
HOMO level   -11.3 eV
Strongest force on any atom   5.7 eV/A

Last column: Löwdin charge in e.
Cartesian coordinates (Å):
C 0.097 -0.787 0.032  -0.228
N 0.904 -0.542 -1.062  0.064
N 0.718 -0.219 1.163  0.041
N 1.816 0.253 -0.569  -0.008
N 1.667 0.414 0.706  -0.053
N -1.292 0.601 -0.125  -0.240
O -0.824 1.672 -0.187  0.172
O -2.377 0.101 -0.016  0.141
H -0.710 -1.492 0.058  0.112

Below is a 4-piece molecular cluster, H8O4 overall, with properties calculated with ωB97M-V/def2-TZVPD.

Values from the calculation:
Charge   0
Frontier orbital gap   11.353 eV
HOMO level   -11.1 eV
Strongest force on any atom   1.3 eV/A

Last column: Löwdin charge in e.
Cartesian coordinates (Å):
O 2.453 -1.624 -5.860  -0.048
H 2.590 -0.683 -5.828  0.022
H 2.839 -1.783 -5.001  0.026
O -2.468 -0.576 -0.731  -0.058
H -1.930 -1.329 -0.512  0.019
H -1.964 0.180 -0.404  0.012
O -0.133 0.869 4.064  -0.059
H -0.640 0.237 4.600  0.056
H 0.044 1.575 4.720  0.065
O -0.257 1.026 1.199  -0.064
H -0.023 1.690 1.851  0.017
H -0.511 0.419 1.902  0.013

ΔE to the lowest compared entry with this formula, charge and spin values (in kJ/mol) by entry order: 0.0 429.3 0.0 1674.7 338.8 114.4.